Entry 1:
{"formula": "C24H68N2O10", "method": "ωB97M-V with the def2-TZVPD basis set", "e_above_lowest_kcal_mol": 136.4, "homo_lumo_gap_ev": 9.87, "lumo_energy_ev": 0.4, "total_charge": 0, "e_homo_ha": -0.3467, "max_force_ev_per_a": 11.34, "elements": ["C", "O", "H", "H", "H", "H", "C", "O", "H", "H", "H", "H", "C", "O", "N", "N", "H", "H", "H", "H", "C", "C", "C", "O", "H", "H", "H", "H", "H", "H", "H", "H", "C", "C", "C", "O", "H", "H", "H", "H", "H", "H", "H", "H", "C", "C", "C", "O", "H", "H", "H", "H", "H", "H", "H", "H", "C", "C", "C", "O", "H", "H", "H", "H", "H", "H", "H", "H", "C", "C", "C", "O", "H", "H", "H", "H", "H", "H", "H", "H", "C", "C", "C", "O", "H", "H", "H", "H", "H", "H", "H", "H", "C", "C", "C", "O", "H", "H", "H", "H", "H", "H", "H", "H"], "coordinates": [[-0.5831, 0.2505, -0.2914], [-1.1641, 0.9575, 0.7956], [-0.8481, 0.7805, -1.2544], [-0.9611, -0.7435, -0.2424], [0.5039, 0.1555, -0.2174], [-0.9181, 0.5965, 1.6016], [-2.0611, 3.1825, 3.1006], [-3.0751, 2.7745, 2.1716], [-1.1191, 2.5975, 2.9036], [-2.4181, 2.9125, 4.1206], [-1.8281, 4.2645, 3.0126], [-2.9501, 3.1665, 1.2776], [-0.5961, 4.2875, -0.3024], [-0.2191, 5.1365, -1.2934], [-1.3921, 3.2845, -0.4824], [-0.1521, 4.3105, 0.8986], [-1.7171, 3.1325, -1.4394], [-1.3521, 2.3995, 0.1106], [0.3639, 5.2085, 1.2296], [-0.4691, 3.5605, 1.5066], [0.5379, -5.4955, -1.2674], [-0.7761, -4.7465, -1.1964], [-0.7121, -3.7175, -0.0644], [-1.0581, -4.1655, -2.2894], [0.4429, -6.3165, -2.0224], [0.7729, -6.0055, -0.3254], [1.3609, -4.8465, -1.4064], [-1.5801, -5.3945, -0.9234], [0.2529, -3.2345, -0.1764], [-0.9131, -4.0595, 0.9666], [-1.3541, -2.8775, -0.3004], [-0.7691, -4.7175, -2.9934], [2.6589, 3.6625, 2.5366], [2.8219, 3.2095, 1.0546], [4.1629, 2.4875, 0.9986], [1.8619, 2.4785, 0.6856], [2.3929, 2.8245, 3.2056], [1.7949, 4.3355, 2.5366], [3.5469, 4.2855, 2.8296], [2.9039, 4.0685, 0.3956], [4.4269, 1.7235, 1.7086], [4.9829, 3.3055, 1.1226], [4.2479, 2.0005, 0.0496], [1.0789, 3.0355, 0.6486], [-4.3871, -2.1735, -2.8934], [-3.8841, -1.6505, -1.6094], [-3.9741, -0.1225, -1.5214], [-4.4811, -1.9735, -0.5804], [-3.9651, -3.1845, -3.0044], [-3.8801, -1.6135, -3.6294], [-5.4631, -2.1445, -2.9904], [-2.8271, -1.9845, -1.4554], [-4.9641, 0.3355, -1.4664], [-3.4671, 0.3285, -2.3654], [-3.4171, 0.2315, -0.6654], [-4.2951, -2.8975, -0.4344], [1.3319, -1.7725, -2.3444], [0.4739, -1.3665, -3.4644], [0.9109, -2.0175, -4.7634], [-0.7591, -1.5815, -3.1914], [2.3209, -1.3175, -2.4974], [1.3419, -2.8595, -2.2704], [1.1209, -1.3735, -1.3884], [0.4279, -0.2455, -3.5304], [0.8609, -3.0865, -4.7554], [1.9069, -1.8145, -5.0404], [0.2249, -1.8105, -5.5724], [-0.9001, -2.4205, -2.7524], [1.7319, -1.4615, 3.6506], [1.9949, -0.2875, 2.6666], [2.4029, -0.8305, 1.3236], [1.0229, 0.5105, 2.5076], [0.9809, -2.1485, 3.2736], [1.1929, -1.0905, 4.4676], [2.6619, -1.9845, 3.8656], [2.8779, 0.3115, 2.9756], [1.7199, -1.5415, 0.8676], [3.3079, -1.3865, 1.4166], [2.7149, -0.0815, 0.5726], [1.4269, 1.2975, 2.0866], [1.1349, 2.6915, -2.8374], [2.3329, 1.7305, -2.8864], [3.6719, 2.4575, -2.9634], [2.3489, 1.0185, -1.8694], [1.3399, 3.4715, -2.1494], [0.2239, 2.1675, -2.5234], [0.9779, 3.1545, -3.7924], [2.2729, 1.0835, -3.7244], [3.6919, 3.2075, -2.1964], [3.9149, 2.9725, -3.9024], [4.4889, 1.7655, -2.8134], [2.3289, 1.5495, -1.0864], [-1.4141, -0.7415, 4.8396], [-2.3611, -0.8265, 3.6406], [-1.7191, -1.6045, 2.5356], [-3.4521, -1.3015, 3.9846], [-1.0441, -1.6725, 5.1826], [-1.9501, -0.3255, 5.7526], [-0.6551, -0.0525, 4.5816], [-2.6011, 0.1535, 3.2076], [-2.3881, -1.7595, 1.6786], [-1.3971, -2.5995, 2.7816], [-0.8131, -1.1505, 2.1316], [-3.3541, -2.2355, 3.9636]], "lowdin_charge": [-0.09, -0.14, 0.10, 0.05, 0.06, 0.01, -0.16, -0.13, 0.06, 0.10, 0.08, 0.07, -0.67, -0.09, 0.17, 0.14, 0.13, 0.07, 0.20, 0.07, -0.03, -0.60, -0.02, 0.01, 0.10, 0.09, 0.06, 0.13, 0.06, 0.10, 0.04, 0.12, -0.02, -0.60, -0.03, -0.03, 0.09, 0.05, 0.10, 0.15, 0.07, 0.13, 0.05, 0.06, -0.03, -0.68, -0.02, 0.03, 0.09, 0.07, 0.09, 0.12, 0.09, 0.07, 0.06, 0.12, -0.04, -0.60, -0.02, -0.01, 0.10, 0.07, 0.03, 0.15, 0.07, 0.06, 0.08, 0.05, -0.01, -0.59, -0.04, -0.03, 0.07, 0.04, 0.09, 0.14, 0.07, 0.08, 0.08, 0.08, -0.01, -0.62, -0.03, -0.01, 0.05, 0.06, 0.08, 0.12, 0.06, 0.08, 0.08, 0.06, -0.03, -0.63, -0.05, 0.06, 0.07, 0.11, 0.04, 0.14, 0.09, 0.07, 0.06, 0.11]}


Entry 2:
{"formula": "C31H83F7N4O23P5", "method": "ωB97M-V with the def2-TZVPD basis set", "e_above_lowest_kcal_mol": 0.0, "homo_lumo_gap_ev": 7.23, "lumo_energy_ev": 2.0, "total_charge": -1, "e_homo_ha": -0.1919, "max_force_ev_per_a": 2.06, "elements": ["P", "F", "F", "F", "F", "F", "F", "C", "C", "C", "O", "C", "N", "H", "H", "H", "H", "H", "H", "H", "H", "H", "H", "H", "C", "C", "C", "O", "C", "N", "H", "H", "H", "H", "H", "H", "H", "H", "H", "H", "H", "C", "C", "C", "O", "C", "N", "H", "H", "H", "H", "H", "H", "H", "H", "H", "H", "H", "C", "C", "C", "O", "C", "N", "H", "H", "H", "H", "H", "H", "H", "H", "H", "H", "H", "C", "O", "P", "O", "O", "C", "O", "C", "H", "H", "H", "H", "H", "H", "H", "H", "H", "C", "O", "P", "O", "O", "C", "O", "C", "H", "H", "H", "H", "H", "H", "H", "H", "H", "C", "O", "P", "O", "O", "C", "O", "C", "H", "H", "H", "H", "H", "H", "H", "H", "H", "C", "O", "P", "O", "O", "C", "O", "C", "H", "H", "H", "H", "H", "H", "H", "H", "H", "C", "C", "O", "C", "O", "O", "F", "H", "H", "H"], "coordinates": [[-0.1146, 0.4924, 0.0270], [0.8982, 1.6523, -0.5548], [0.0085, -0.2292, -1.4309], [1.2075, -0.3361, 0.4932], [-0.9962, -0.6736, 0.6640], [-0.2653, 1.3127, 1.4053], [-1.3842, 1.2989, -0.5153], [-3.7438, -1.4419, 3.2427], [-4.1202, -0.0716, 2.7265], [-3.5108, 1.0167, 3.5852], [-3.9154, 2.2648, 3.0626], [-3.3437, 3.3453, 3.7327], [-3.6739, 0.0032, 1.3028], [-4.3225, -2.2205, 2.7412], [-3.9186, -1.5523, 4.3188], [-2.7099, -1.7099, 3.0141], [-5.2060, 0.0648, 2.6929], [-2.4165, 0.9177, 3.6353], [-3.9046, 0.9395, 4.6149], [-3.5729, 4.2483, 3.1647], [-2.2563, 3.2084, 3.7844], [-3.7368, 3.5174, 4.7458], [-2.6819, -0.2317, 1.3491], [-3.6325, 1.0158, 1.1516], [-2.0076, 0.7204, -4.0793], [-3.2885, 0.5594, -3.2380], [-4.4619, 0.2007, -4.1221], [-5.5350, -0.3204, -3.3772], [-6.6378, -0.5420, -4.1846], [-3.0485, -0.5233, -2.2543], [-1.2312, 0.9915, -3.3629], [-2.0193, 1.4681, -4.8801], [-1.7638, -0.2597, -4.4949], [-3.4620, 1.4241, -2.5936], [-4.1641, -0.5069, -4.9116], [-4.7821, 1.1283, -4.6313], [-6.3517, -1.0446, -5.1252], [-7.1530, 0.3855, -4.4829], [-7.3586, -1.1876, -3.6824], [-2.6289, -1.3101, -2.7451], [-2.2359, -0.2144, -1.7174], [-0.5339, -6.0081, 4.5839], [0.6342, -5.0718, 4.9356], [0.9009, -4.2313, 3.7303], [2.0995, -3.4729, 3.8621], [2.4196, -2.7725, 2.6871], [0.1811, -4.1989, 6.0374], [-1.4479, -5.4246, 4.4635], [-0.6650, -6.7633, 5.3572], [-0.3561, -6.4549, 3.6025], [1.4607, -5.7454, 5.1901], [0.0748, -3.5901, 3.3959], [1.0652, -4.8749, 2.8443], [3.4271, -2.3743, 2.8198], [1.7417, -1.9185, 2.5679], [2.4037, -3.4135, 1.7982], [0.1513, -4.7430, 6.8961], [0.9074, -3.5040, 6.2018], [3.0547, 1.0431, 4.0523], [2.4065, 2.3719, 3.7563], [2.7280, 2.8634, 2.3653], [2.3220, 4.1927, 2.2226], [3.0035, 4.9175, 1.2572], [0.9394, 2.1979, 3.8636], [2.6663, 0.2626, 3.3912], [2.7233, 0.7247, 5.0457], [4.1432, 1.0803, 4.0745], [2.7280, 3.0878, 4.5155], [2.3124, 2.1851, 1.6035], [3.8115, 2.7707, 2.1254], [4.0962, 4.7859, 1.3547], [2.8177, 5.9837, 1.3688], [2.7496, 4.5962, 0.2363], [0.5143, 3.0173, 3.4339], [0.6678, 1.4528, 3.2297], [-1.6126, -6.1252, -0.5839], [-2.5314, -5.0858, -0.3675], [-2.2517, -3.8744, 0.6432], [-2.9665, -2.6679, 0.3193], [-2.5601, -4.5084, 2.0581], [-3.6973, -5.3121, 2.3341], [-0.6804, -3.7849, 0.7612], [0.0523, -3.2985, -0.3790], [-0.7082, -6.0749, 0.0217], [-1.2684, -6.1616, -1.6284], [-2.1112, -7.0929, -0.4646], [-3.3652, -6.1519, 2.9544], [-4.1029, -5.7782, 1.4353], [-4.4215, -4.7332, 2.9009], [0.3256, -4.1705, -0.9815], [0.9721, -2.7798, -0.1222], [-0.5656, -2.5974, -0.9410], [-1.8162, -5.4311, -4.6266], [-0.5385, -4.8803, -4.3362], [-0.3839, -3.3365, -4.1241], [-1.5436, -2.6675, -3.5607], [0.9245, -3.2861, -3.2757], [1.4546, -2.0380, -2.8307], [-0.0063, -2.7313, -5.5516], [1.1112, -3.2918, -6.2521], [-2.3625, -4.8598, -5.3815], [-2.4251, -5.4405, -3.7227], [-1.6697, -6.4318, -5.0245], [1.4723, -2.0242, -1.7397], [0.8267, -1.1944, -3.1284], [2.4729, -1.8751, -3.1808], [0.7714, -4.1120, -6.8831], [1.9137, -3.6285, -5.5951], [1.5277, -2.5041, -6.8785], [7.7302, -1.7938, 0.5912], [7.2502, -0.7956, 1.4764], [6.7874, 0.6005, 0.8746], [7.8461, 1.3547, 0.2236], [5.5956, 0.2626, -0.0696], [4.2797, -0.0510, 0.3871], [6.0853, 1.2709, 2.1081], [6.8465, 1.5966, 3.2891], [7.9778, -1.3575, -0.3835], [6.9497, -2.5171, 0.3441], [8.6065, -2.2609, 1.0245], [4.2746, -0.2217, 1.4642], [3.9584, -0.9531, -0.1299], [3.5520, 0.7306, 0.1767], [6.3238, 1.1064, 4.1126], [6.7976, 2.6719, 3.4204], [7.8568, 1.1951, 3.2789], [-0.4517, 8.6618, 0.0910], [-0.7116, 7.2681, 0.1284], [-1.9760, 6.6468, -0.6211], [-3.2193, 7.3563, -0.3591], [-1.5151, 6.5492, -2.1536], [-1.6896, 7.6931, -2.9837], [-1.9453, 5.1578, -0.1814], [-0.8824, 4.3076, -0.6487], [-1.2567, 9.1974, -0.4242], [0.4585, 8.8667, -0.4730], [-0.4123, 9.0484, 1.1057], [-0.7260, 8.1961, -3.1010], [-2.3972, 8.4243, -2.5866], [-2.0725, 7.3816, -3.9533], [-1.2012, 3.8822, -1.5955], [-0.5554, 3.5578, 0.0569], [0.0430, 4.8459, -0.8970], [1.3873, 3.0713, -3.3530], [2.1910, 2.8730, -4.6265], [1.3835, 3.4284, -5.6193], [0.1050, 3.6221, -5.1359], [-0.8098, 3.9460, -5.8126], [0.0525, 3.2327, -3.8594], [2.3367, 1.5325, -4.8947], [1.6551, 3.9918, -2.8316], [1.3844, 2.2280, -2.6673], [3.1648, 3.3529, -4.6015]], "lowdin_charge": [0.20, -0.18, -0.17, -0.16, -0.13, -0.15, -0.13, -0.08, -0.42, -0.22, -0.19, -0.12, 0.07, 0.06, 0.08, 0.07, 0.14, 0.13, 0.12, 0.09, 0.08, 0.08, 0.02, 0.06, -0.05, -0.39, -0.23, -0.16, -0.16, 0.07, 0.05, 0.07, 0.06, 0.14, 0.12, 0.13, 0.08, 0.08, 0.08, 0.02, 0.02, -0.07, -0.43, -0.22, -0.18, -0.12, 0.04, 0.07, 0.07, 0.07, 0.14, 0.13, 0.12, 0.08, 0.08, 0.08, 0.07, 0.07, -0.05, -0.42, -0.23, -0.17, -0.12, 0.05, 0.07, 0.08, 0.05, 0.14, 0.11, 0.11, 0.09, 0.08, 0.08, 0.06, 0.04, -0.12, -0.20, 0.35, -0.17, -0.23, -0.09, -0.22, -0.10, 0.09, 0.08, 0.09, 0.08, 0.09, 0.09, 0.09, 0.06, 0.08, -0.09, -0.21, 0.33, -0.19, -0.21, -0.08, -0.20, -0.10, 0.09, 0.09, 0.09, 0.05, 0.09, 0.10, 0.09, 0.09, 0.09, -0.10, -0.22, 0.29, -0.22, -0.19, -0.07, -0.23, -0.07, 0.09, 0.09, 0.09, 0.07, 0.09, 0.08, 0.08, 0.09, 0.09, -0.11, -0.21, 0.33, -0.22, -0.21, -0.11, -0.16, -0.08, 0.08, 0.09, 0.09, 0.09, 0.08, 0.09, 0.08, 0.07, 0.08, -0.04, -0.30, 0.12, -0.55, 0.18, 0.06, 0.05, 0.14, 0.12, 0.16]}


Entry 3:
{"formula": "C15H24F2N11Ru", "method": "ωB97M-V with the def2-TZVPD basis set", "e_above_lowest_kcal_mol": 0.0, "homo_lumo_gap_ev": [7.30, 7.30], "lumo_energy_ev": [-4.2, -4.2], "total_charge": 1, "e_homo_ha": [-0.4218, -0.4219], "max_force_ev_per_a": 0.51, "elements": ["Ru", "C", "C", "C", "C", "C", "C", "C", "C", "C", "C", "C", "C", "N", "H", "H", "H", "H", "H", "H", "H", "H", "H", "H", "H", "H", "H", "H", "H", "H", "H", "N", "N", "N", "C", "N", "N", "H", "H", "H", "N", "N", "N", "C", "N", "N", "H", "H", "H", "F", "C", "F", "H"], "coordinates": [[0.3439, -0.0887, -0.3284], [-1.4604, -2.7637, 1.9896], [-0.0455, -2.8189, 2.5772], [0.3905, -1.4885, 3.1991], [0.9991, -3.3865, 1.6307], [1.6907, -4.5205, 2.0141], [2.6104, -5.1201, 1.1673], [2.8536, -4.6000, -0.0904], [2.2259, -3.4489, -0.5438], [2.4921, -3.0282, -1.9763], [2.9804, -1.6013, -2.2162], [1.2686, -3.3533, -2.8439], [1.3029, -2.8354, 0.3491], [0.6354, -1.7055, -0.0527], [-2.1683, -2.4978, 2.7769], [-1.7520, -3.7364, 1.5913], [-1.5577, -2.0283, 1.1943], [-0.0892, -3.5417, 3.3955], [0.4847, -0.7056, 2.4527], [1.3424, -1.5933, 3.7261], [-0.3551, -1.1595, 3.9250], [1.4869, -4.9587, 2.9833], [3.1313, -6.0143, 1.4863], [3.5568, -5.0996, -0.7458], [3.3170, -3.6689, -2.2932], [2.1826, -0.8715, -2.1086], [3.3526, -1.5266, -3.2391], [3.8005, -1.3356, -1.5491], [0.4198, -2.7223, -2.5665], [0.9715, -4.3966, -2.7328], [1.4938, -3.1686, -3.8951], [5.3250, 2.0308, -0.2636], [4.2854, 1.2620, 0.2232], [4.4872, 0.2526, 1.0291], [3.2666, -0.2501, 1.1422], [2.3865, 0.4579, 0.4215], [3.0585, 1.4235, -0.1739], [6.0884, 1.9745, 0.4007], [5.0114, 2.9909, -0.3508], [3.0196, -1.1089, 1.7446], [-2.5828, 4.1599, 1.3162], [-1.4689, 3.4973, 0.8454], [-0.4759, 4.1334, 0.2676], [0.2963, 3.1301, -0.1085], [-0.2395, 1.9519, 0.2504], [-1.3856, 2.2077, 0.8549], [-2.3030, 5.1011, 1.5677], [-2.9465, 3.6650, 2.1227], [1.2336, 3.2450, -0.6231], [-1.7373, -1.2492, -1.9234], [-1.4681, -0.0797, -1.2842], [-1.3083, 0.8868, -2.2677], [-2.3374, 0.1885, -0.6879]], "lowdin_charge": [1.19, -0.05, -0.37, -0.07, -0.13, -0.02, -0.03, -0.02, -0.12, -0.37, -0.08, -0.04, -0.22, -0.07, 0.09, 0.09, 0.05, 0.13, 0.03, 0.08, 0.09, 0.12, 0.12, 0.12, 0.13, 0.03, 0.09, 0.07, 0.06, 0.09, 0.09, 0.16, -0.27, 0.16, -0.17, -0.09, 0.09, 0.11, 0.11, 0.11, 0.16, -0.26, 0.15, -0.17, -0.12, 0.11, 0.11, 0.11, 0.10, -0.02, -0.47, -0.05, 0.09]}